[1]
{"formula": "C27H68N3O12PS10", "method": "the ωB97M-V functional and the def2-TZVPD basis", "elements": ["C", "C", "N", "C", "C", "P", "O", "O", "O", "C", "O", "N", "C", "N", "C", "S", "C", "C", "S", "C", "C", "H", "H", "H", "H", "H", "H", "H", "H", "H", "H", "H", "H", "H", "H", "H", "H", "H", "H", "H", "H", "C", "S", "O", "C", "H", "H", "H", "H", "H", "H", "C", "S", "O", "C", "H", "H", "H", "H", "H", "H", "C", "S", "O", "C", "H", "H", "H", "H", "H", "H", "C", "S", "O", "C", "H", "H", "H", "H", "H", "H", "C", "S", "O", "C", "H", "H", "H", "H", "H", "H", "C", "S", "O", "C", "H", "H", "H", "H", "H", "H", "C", "S", "O", "C", "H", "H", "H", "H", "H", "H", "C", "S", "O", "C", "H", "H", "H", "H", "H", "H"], "coordinates": [[-6.38993, 0.17313, -5.59178], [-5.18006, 0.23132, -4.65288], [-4.65707, -1.10255, -4.29577], [-5.49725, -1.90727, -3.39617], [-6.08403, -3.14917, -4.10281], [-5.35173, -3.66206, -5.66160], [-5.79365, -5.02906, -6.00383], [-5.78144, -2.61940, -6.80666], [-3.76647, -3.55850, -5.52808], [-6.62288, -1.12027, -2.67110], [-7.77883, -1.06141, -2.98519], [-6.09169, -0.51829, -1.50353], [-4.69395, -1.01242, -1.37926], [-4.34361, -1.14207, 0.02700], [-3.44916, -0.52081, 0.54713], [-2.34245, 0.30414, 1.27157], [-4.73319, -2.34758, -2.11433], [-3.43597, -3.13949, -2.24034], [-1.97655, -2.13198, -2.65160], [-0.90333, -2.38329, -1.21164], [0.21975, -1.32979, -1.23093], [-7.00104, 1.06946, -5.49497], [-7.01934, -0.68611, -5.36018], [-6.01734, 0.06607, -6.60934], [-5.35603, 0.87046, -3.77842], [-4.38146, 0.73068, -5.20808], [-3.74590, -0.95758, -3.87541], [-7.14480, -2.97273, -4.31029], [-6.02246, -4.04998, -3.48656], [-6.22008, -3.15093, -7.48447], [-3.40966, -2.77679, -5.96468], [-6.62752, -0.86152, -0.70952], [-4.07009, -0.28484, -1.89750], [-5.46983, -2.93834, -1.55201], [-3.25799, -3.58764, -1.25954], [-3.52609, -3.95796, -2.95606], [-1.50400, -2.29902, -0.30698], [-0.49078, -3.39012, -1.26368], [0.08820, -0.61255, -2.04295], [0.23354, -0.76882, -0.29540], [1.19779, -1.79921, -1.34968], [1.98645, 1.34445, 2.87338], [0.34010, 1.95959, 3.21175], [-0.09991, 2.71395, 2.00526], [0.84527, 3.16913, 4.43976], [1.90239, 0.59564, 2.08683], [2.62106, 2.16508, 2.54996], [2.40242, 0.89100, 3.77225], [1.56696, 3.85171, 3.99212], [1.28619, 2.65301, 5.29212], [-0.04484, 3.71145, 4.75243], [-11.60946, 0.89382, -7.35946], [-10.05551, 0.30042, -6.67611], [-8.97676, 1.03737, -7.38574], [-10.12989, -1.33848, -7.40602], [-11.72397, 1.93116, -7.05240], [-11.57390, 0.82889, -8.44686], [-12.43236, 0.29930, -6.96228], [-10.18916, -1.24807, -8.49065], [-10.99415, -1.87309, -7.01208], [-9.21571, -1.85678, -7.12259], [7.24832, 2.47931, 2.78286], [5.73855, 3.43903, 2.70612], [4.69293, 2.66041, 3.43499], [5.43177, 3.18509, 0.95506], [7.58560, 2.46551, 3.81598], [7.06045, 1.45915, 2.45546], [8.00377, 2.96030, 2.15889], [5.36033, 2.11551, 0.75683], [6.24222, 3.63295, 0.38004], [4.49167, 3.67426, 0.70695], [-2.91386, -3.09873, 2.76737], [-2.51574, -4.66475, 1.98500], [-2.78390, -4.47807, 0.53178], [-3.90756, -5.58569, 2.64540], [-2.17725, -2.36846, 2.43472], [-3.91044, -2.78539, 2.45553], [-2.85842, -3.20936, 3.85048], [-4.83463, -5.09499, 2.34969], [-3.82431, -5.63746, 3.73096], [-3.86547, -6.58791, 2.22428], [10.41369, -1.53987, 4.31809], [8.74043, -1.00632, 4.69710], [8.27275, -0.23327, 3.50903], [9.20142, 0.18327, 5.94903], [10.35283, -2.26863, 3.51182], [10.99802, -0.67506, 4.00289], [10.85453, -2.00200, 5.20114], [9.86966, 0.92383, 5.50566], [9.68542, -0.31614, 6.78739], [8.28966, 0.66592, 6.29667], [-7.04999, 4.88435, -2.85560], [-6.58417, 3.63211, -4.05829], [-5.10863, 3.47365, -3.96971], [-6.91140, 4.63113, -5.51466], [-6.87472, 4.46808, -1.86582], [-6.43391, 5.77162, -3.00141], [-8.10717, 5.12157, -2.97453], [-6.30219, 5.53410, -5.47386], [-7.97229, 4.87792, -5.55281], [-6.64359, 4.03530, -6.38492], [9.29123, 2.17823, 9.94739], [10.57463, 0.93607, 9.77339], [10.05618, -0.07210, 8.80516], [10.38560, 0.21915, 11.40746], [9.21959, 2.71013, 9.00092], [8.34418, 1.68862, 10.17292], [9.56715, 2.87441, 10.73920], [9.36120, -0.13148, 11.53002], [10.63344, 0.96692, 12.16057], [11.07671, -0.61786, 11.47861], [10.12565, 0.72577, 0.01875], [10.84515, 1.56826, 1.43154], [11.23438, 2.93014, 0.97803], [12.35638, 0.59250, 1.48051], [9.18467, 1.22105, -0.21164], [10.80513, 0.80087, -0.83010], [9.93554, -0.31523, 0.27924], [12.87863, 0.68871, 0.52875], [12.10981, -0.45027, 1.68125], [12.97490, 0.98806, 2.28386]], "atomic_forces_ev_per_a": [[0.4, -0.2, 0.3], [0.1, 0.2, -0.4], [-0.3, 0.5, 0.1], [0.2, -0.9, 0.2], [-0.1, 0.6, -0.2], [-0.2, -1.0, -0.1], [0.1, 0.3, 0.1], [0.2, 0.0, 0.2], [-0.1, 0.0, -0.3], [0.3, 0.5, 0.0], [-0.2, -0.1, 0.0], [0.2, -0.9, -0.2], [-0.7, 0.0, 0.0], [0.2, 0.2, -0.4], [-0.2, 0.1, 0.1], [0.2, 0.1, 0.1], [0.0, 0.4, -0.4], [0.0, 0.0, 0.4], [-0.1, 0.0, -0.2], [0.2, 0.1, 0.0], [0.0, -0.1, 0.1], [0.1, 0.0, -0.2], [-0.1, 0.1, -0.1], [-0.3, 0.0, -0.1], [-0.2, -0.2, 0.0], [0.1, 0.0, 0.2], [0.0, -0.1, 0.0], [0.0, -0.1, 0.0], [0.0, 0.1, 0.1], [0.0, 0.1, -0.1], [0.0, 0.2, 0.2], [-0.2, 0.6, 0.1], [0.3, -0.1, 0.3], [0.3, -0.2, 0.0], [0.2, 0.0, -0.2], [-0.1, 0.1, 0.0], [0.0, -0.1, -0.1], [-0.1, 0.0, 0.1], [0.0, 0.0, 0.0], [0.0, 0.0, -0.1], [-0.1, 0.0, -0.1], [0.0, -0.1, -0.1], [0.0, -0.1, 0.1], [0.0, 0.0, 0.0], [0.0, 0.1, 0.0], [-0.1, 0.0, 0.0], [0.0, 0.0, 0.0], [0.0, 0.0, 0.0], [0.0, 0.0, 0.0], [0.0, 0.0, 0.0], [0.0, 0.0, 0.0], [-0.1, -0.1, 0.0], [0.1, 0.1, 0.1], [0.0, 0.0, -0.1], [0.0, 0.0, 0.0], [0.0, 0.0, 0.0], [0.0, 0.0, 0.0], [0.0, 0.0, 0.0], [0.0, 0.0, 0.0], [0.0, 0.0, 0.0], [0.0, 0.0, 0.0], [0.0, 0.1, -0.1], [0.0, 0.0, 0.0], [0.0, 0.1, 0.0], [0.0, 0.0, -0.1], [0.0, 0.0, 0.0], [0.0, 0.0, 0.0], [0.0, 0.0, 0.0], [0.0, 0.0, 0.0], [0.0, 0.0, 0.0], [0.0, 0.0, 0.0], [0.0, 0.0, 0.1], [0.0, 0.1, 0.0], [0.0, -0.1, 0.1], [-0.1, 0.0, 0.0], [0.0, -0.1, 0.0], [0.0, 0.0, 0.0], [0.0, 0.0, 0.0], [0.0, 0.0, 0.0], [0.0, 0.0, 0.0], [0.0, 0.0, 0.0], [0.1, 0.0, 0.0], [0.0, 0.0, -0.1], [0.1, -0.1, 0.0], [0.1, 0.0, -0.1], [0.0, 0.0, 0.0], [0.0, 0.0, 0.0], [0.0, 0.0, 0.0], [0.0, 0.0, 0.0], [-0.1, 0.0, -0.1], [0.0, 0.0, 0.0], [0.0, 0.1, 0.0], [-0.1, -0.1, 0.0], [0.0, 0.1, 0.0], [0.0, 0.0, 0.0], [0.0, 0.0, 0.0], [0.0, 0.0, 0.0], [0.0, 0.0, 0.0], [0.0, 0.0, 0.0], [0.0, 0.0, 0.0], [0.0, 0.0, 0.0], [0.0, 0.0, 0.0], [0.0, 0.0, 0.0], [0.1, 0.0, 0.2], [0.0, 0.0, 0.1], [0.0, 0.0, 0.0], [0.0, 0.0, 0.0], [0.0, 0.0, 0.0], [0.0, 0.0, 0.0], [0.0, 0.0, 0.0], [0.0, 0.0, 0.0], [0.0, -0.1, 0.0], [0.0, 0.0, 0.1], [0.0, 0.0, -0.1], [0.0, -0.1, 0.0], [0.0, 0.0, 0.0], [0.0, 0.0, 0.0], [0.0, 0.0, 0.0], [0.0, 0.0, 0.0], [0.0, 0.0, 0.0], [0.0, 0.0, 0.0]], "lowdin_charge": [-0.085, -0.238, 0.010, -0.371, -0.129, 0.425, -0.292, -0.133, -0.126, -0.414, 0.111, 0.135, -0.311, 0.122, -0.761, 0.813, -0.259, -0.382, 0.904, -0.525, -0.162, 0.043, 0.050, 0.075, 0.084, 0.118, 0.042, 0.102, 0.108, 0.085, 0.083, 0.140, 0.136, 0.160, 0.042, 0.076, 0.027, 0.073, 0.052, 0.044, 0.067, -0.272, 0.755, -0.578, -0.264, 0.047, 0.024, 0.058, 0.058, 0.054, 0.047, -0.274, 0.797, -0.552, -0.261, 0.047, 0.056, 0.052, 0.059, 0.055, 0.040, -0.281, 0.822, -0.569, -0.268, 0.044, 0.039, 0.048, 0.060, 0.053, 0.050, -0.273, 0.835, -0.558, -0.268, 0.014, 0.053, 0.057, 0.059, 0.053, 0.050, -0.265, 0.829, -0.575, -0.277, 0.049, 0.038, 0.057, 0.064, 0.014, 0.056, -0.269, 0.790, -0.540, -0.260, 0.050, 0.057, 0.052, 0.057, 0.054, 0.052, -0.266, 0.825, -0.566, -0.269, 0.050, 0.061, 0.055, 0.060, 0.055, 0.051, -0.258, 0.772, -0.552, -0.272, 0.046, 0.058, 0.055, 0.058, 0.043, 0.051], "gap_ev": 8.49, "homo_ev": -8.16, "max_force_ev_per_a": 1.0, "spin_multiplicity": 1, "total_charge": 0}

[2]
{"formula": "C18H55BF4O9", "method": "the ωB97M-V functional and the def2-TZVPD basis", "elements": ["O", "H", "H", "H", "B", "F", "F", "F", "F", "C", "O", "H", "H", "H", "H", "C", "O", "H", "H", "H", "H", "C", "O", "H", "H", "H", "H", "C", "C", "C", "O", "H", "H", "H", "H", "H", "H", "H", "H", "C", "C", "C", "O", "H", "H", "H", "H", "H", "H", "H", "H", "C", "C", "C", "O", "H", "H", "H", "H", "H", "H", "H", "H", "C", "C", "C", "O", "H", "H", "H", "H", "H", "H", "H", "H", "C", "C", "C", "O", "H", "H", "H", "H", "H", "H", "H", "H"], "coordinates": [[1.46492, 2.76393, 2.88728], [1.21492, 1.95093, 2.86928], [1.86692, 3.13493, 2.03828], [0.61792, 3.31693, 3.20228], [0.30692, 0.02993, 0.19928], [-0.90208, 0.02693, 0.84728], [1.14792, 0.93293, 0.91928], [0.89592, -1.20407, 0.03728], [0.17492, 0.57793, -1.09972], [-3.13908, 2.16993, 1.70228], [-2.10308, 2.43693, 0.79428], [-3.96508, 2.49593, 1.07928], [-3.14308, 2.92393, 2.57328], [-3.31708, 1.22793, 2.14528], [-1.56708, 1.54893, 0.75428], [3.03492, 3.25793, -0.35972], [2.46492, 4.03193, 0.64628], [3.85792, 3.78293, -0.66272], [2.41692, 3.13493, -1.15072], [3.33292, 2.17593, -0.12672], [2.72692, 4.93693, 0.46528], [3.43792, -1.25307, 2.75628], [3.70292, -0.55107, 1.64128], [3.70292, -0.50907, 3.51228], [4.01692, -2.03307, 2.87228], [2.29092, -1.44407, 2.55328], [2.90692, -0.90607, 1.09028], [-0.58708, 5.25993, -2.50872], [-1.17908, 3.92993, -2.11372], [-2.57508, 3.88693, -2.63472], [-0.31708, 2.96393, -2.79172], [-0.51508, 5.46593, -3.64172], [0.58192, 5.15593, -2.12272], [-1.13908, 5.94593, -1.95272], [-1.11108, 3.60293, -1.16672], [-2.83408, 4.69393, -2.00672], [-3.05208, 2.91593, -2.25772], [-2.75108, 3.94593, -3.49972], [-0.26608, 2.16593, -2.24372], [-3.50308, -0.31707, -1.83172], [-4.29608, -1.43707, -1.10172], [-5.40008, -1.02107, -0.11572], [-4.95108, -2.12007, -2.05872], [-2.94408, -0.76007, -2.50372], [-3.08708, 0.29493, -1.12072], [-4.09208, 0.40693, -2.21672], [-3.45008, -2.08007, -0.69372], [-6.27308, -0.39007, -0.69772], [-4.88808, -0.27407, 0.32528], [-5.86508, -1.74607, 0.37828], [-4.83308, -3.05607, -1.96072], [0.50092, 0.20993, 5.48328], [-0.25308, -0.30307, 4.23228], [-1.62508, -0.83607, 4.54728], [-0.39908, 0.74593, 3.40628], [0.32292, -0.47907, 6.26428], [0.38892, 1.17293, 5.88728], [1.56392, 0.32593, 5.26028], [0.34792, -1.11307, 3.62928], [-2.17608, -1.40807, 3.82928], [-2.37308, -0.18707, 4.94428], [-1.60508, -1.59407, 5.23028], [-0.34208, 0.45193, 2.58328], [-0.60708, -2.53407, -2.74272], [0.53292, -1.75607, -3.42272], [1.09492, -2.34707, -4.64772], [0.06992, -0.42807, -3.69572], [-1.18208, -2.21907, -1.74572], [-0.56008, -3.67707, -2.67372], [-1.24408, -2.71107, -3.54572], [1.17992, -1.57307, -2.73772], [1.52892, -3.31007, -4.54172], [1.84592, -1.87007, -5.21472], [0.37592, -2.27107, -5.41572], [0.06492, -0.15007, -2.75572], [2.52592, -4.81607, -0.06672], [3.51492, -3.80307, -0.59772], [4.76792, -3.68707, 0.20228], [3.80192, -4.09607, -1.96372], [2.85892, -5.74407, -0.28572], [1.69292, -4.67107, -0.53172], [2.31792, -4.61307, 1.17428], [3.10792, -2.77807, -0.64772], [4.72992, -3.51307, 1.19828], [5.46692, -2.94707, -0.16672], [5.33592, -4.40207, 0.24728], [4.30892, -3.46007, -2.36772]], "atomic_forces_ev_per_a": [[0.4, 11.0, 1.5], [-2.8, -9.5, -0.6], [-0.1, 0.2, -0.5], [2.5, -1.6, -1.1], [1.4, 0.8, -1.7], [-0.9, -0.8, 0.5], [0.2, -0.2, 0.4], [0.1, -0.4, 0.8], [-0.4, 0.2, 0.2], [-1.4, 3.9, 0.3], [2.8, -3.3, 0.4], [-1.1, -0.4, 0.6], [0.3, -1.0, -1.0], [0.4, -1.5, -0.1], [-1.2, 2.6, -0.2], [1.2, -3.0, 1.1], [-1.1, -0.1, 2.0], [2.5, 0.9, -1.1], [-2.3, -0.1, -2.6], [-0.4, 1.7, 0.7], [-0.3, 0.1, 0.4], [-5.0, 3.8, 1.3], [-1.6, 0.2, -5.6], [-0.7, -0.6, 1.2], [2.6, -4.6, 0.7], [1.9, -0.6, 2.3], [2.8, 1.8, 0.0], [4.4, -1.5, 0.0], [1.8, -1.1, -6.3], [1.7, -3.6, 13.7], [0.1, -0.4, 0.1], [-0.5, -0.5, 1.9], [-2.9, 0.9, -0.9], [-0.4, 2.0, 0.6], [-0.2, 0.1, 3.9], [-2.2, 1.1, 0.3], [0.3, 1.4, -0.3], [-1.9, 1.4, -12.5], [-0.1, 0.2, -0.3], [-3.3, -0.8, 4.3], [1.1, 0.6, 0.7], [0.0, 3.7, -5.4], [-1.3, -2.1, -3.2], [3.2, -1.8, -3.2], [2.4, 0.9, 1.9], [-2.7, 1.8, -2.1], [-1.1, 0.6, 0.4], [2.2, -1.8, 0.9], [1.0, 2.4, 3.3], [-1.4, -3.0, 2.5], [0.0, -0.6, 0.0], [1.1, -1.5, -1.4], [0.5, -1.9, 1.2], [-0.6, -0.3, -0.4], [0.2, 5.2, 2.9], [0.3, -0.8, 1.0], [-1.7, 1.6, 0.1], [0.3, -0.9, -0.1], [-0.8, 1.1, 1.7], [0.2, 0.2, -1.7], [0.0, 1.3, 0.3], [0.7, -2.0, 2.6], [-0.1, -1.7, -5.9], [-0.8, -2.5, 1.3], [-3.5, -0.1, -1.8], [-0.1, -0.5, -0.6], [-0.3, -0.1, 0.8], [1.7, 0.0, -2.4], [1.5, 1.2, 0.8], [-2.5, 1.0, -1.4], [5.1, 0.4, 4.3], [-0.3, -1.3, 0.3], [1.5, 1.7, 0.4], [-1.6, -0.8, -0.8], [-0.5, 0.9, -1.0], [3.2, 3.1, 5.8], [0.3, 1.7, -0.1], [-3.3, 6.5, -2.3], [-2.0, -3.4, 1.1], [1.2, -3.2, -0.1], [-5.4, 0.8, -2.6], [0.7, -0.8, -3.6], [-0.5, -0.4, 0.5], [-1.3, 1.2, 3.3], [-0.2, 0.8, -0.4], [5.5, -8.8, -0.5], [1.8, 2.5, -1.1]], "lowdin_charge": [0.314, -0.015, 0.137, 0.267, -1.262, 0.156, 0.106, 0.168, 0.114, -0.186, -0.157, 0.073, 0.094, 0.057, 0.080, -0.118, -0.102, 0.062, 0.045, 0.128, 0.108, -0.194, -0.141, 0.088, 0.012, 0.122, 0.094, -0.054, -0.479, -0.005, -0.073, 0.118, 0.125, 0.038, 0.079, 0.079, 0.119, -0.033, 0.047, -0.005, -0.494, -0.018, -0.035, 0.022, 0.045, 0.051, 0.150, 0.153, 0.009, 0.022, 0.092, -0.020, -0.467, -0.045, -0.016, 0.066, 0.060, 0.071, 0.169, 0.081, 0.086, 0.044, -0.022, -0.041, -0.483, -0.038, -0.039, 0.117, 0.094, 0.038, 0.057, 0.077, 0.069, 0.076, 0.052, -0.007, -0.452, -0.041, -0.011, 0.044, -0.004, 0.172, 0.127, 0.044, 0.104, -0.010, 0.042], "gap_ev": 8.30, "homo_ev": -9.11, "max_force_ev_per_a": 14.3, "spin_multiplicity": 1, "total_charge": 0}